(1)
{
  "formula": "C5F15NaO15S5",
  "method": "ωB97M-V with the def2-TZVPD basis set",
  "symbols": ["Na", "C", "F", "F", "F", "S", "O", "O", "O", "C", "F", "F", "F", "S", "O", "O", "O", "C", "F", "F", "F", "S", "O", "O", "O", "C", "F", "F", "F", "S", "O", "O", "O", "C", "F", "F", "F", "S", "O", "O", "O"],
  "positions_angstrom": [[-0.05437, 0.23923, -0.01897], [2.34658, 2.38362, 1.85252], [1.53796, 1.73086, 1.05856], [2.25832, 1.75529, 3.03671], [3.63652, 2.36936, 1.37434], [1.73489, 4.20739, 2.11809], [2.51004, 4.71760, 3.23313], [1.93751, 4.88626, 0.89010], [0.29189, 4.04276, 2.36169], [1.31562, -3.31108, -1.92425], [0.98837, -4.48882, -2.41753], [2.59427, -3.04759, -2.07955], [0.59274, -2.34321, -2.54032], [0.82155, -3.30141, -0.09865], [1.87538, -4.11893, 0.51843], [0.75758, -1.89245, 0.30981], [-0.49163, -3.98485, -0.12330], [-1.65318, 0.69310, 4.36741], [-0.44078, 0.31535, 4.86178], [-2.51193, 0.68313, 5.41073], [-1.57498, 1.90413, 3.84648], [-2.29055, -0.62027, 3.11694], [-3.75220, -0.30523, 2.90809], [-1.51220, -0.50391, 1.85397], [-2.05950, -1.87130, 3.88047], [3.28677, 0.60555, -3.35840], [2.71877, -0.32993, -4.07323], [3.76063, 0.05871, -2.25977], [4.27102, 1.30384, -4.02139], [1.87438, 1.88308, -2.93275], [2.56992, 3.00539, -2.24537], [1.22077, 2.23917, -4.20936], [0.99949, 1.15289, -2.02998], [-3.74032, -2.26393, -1.74408], [-5.00783, -2.52545, -2.13539], [-3.52882, -2.90643, -0.63321], [-2.88328, -2.51577, -2.71147], [-3.61013, -0.25871, -1.38391], [-2.19041, -0.02252, -1.11152], [-4.03861, 0.46005, -2.61638], [-4.56037, -0.02504, -0.33050]],
  "e_above_lowest_kcal_mol": 1.60,
  "e_tot_ha": -4970.43526,
  "e_lumo_ev": 7.5,
  "total_charge": -4,
  "gap_ha": 0.24743,
  "multiplicity": 1
}


(2)
{
  "formula": "C5H10",
  "method": "ωB97M-V with the def2-TZVPD basis set",
  "symbols": ["C", "C", "H", "H", "H", "H", "C", "C", "C", "H", "H", "H", "H", "H", "H"],
  "positions_angstrom": [[6.67000, 0.11877, 3.05575], [6.95317, 1.16935, 2.29821], [6.28281, 0.45661, 4.00323], [6.59910, -0.90960, 2.73571], [6.61298, 2.13466, 2.66715], [7.20759, 1.18902, 1.24453], [-3.97836, 0.16517, -2.64942], [-4.25700, -0.65521, -1.39153], [-5.40441, -1.08717, -0.88452], [-4.81133, 0.42719, -3.29296], [-3.14426, -0.31148, -3.15277], [-3.61077, 1.14523, -2.28977], [-3.40953, -1.32169, -1.23659], [-5.46127, -2.08212, -0.45466], [-6.24871, -0.43872, -0.65237]],
  "e_above_lowest_kcal_mol": 69.25,
  "e_tot_ha": -196.39805,
  "e_lumo_ev": 1.2,
  "gap_ha": 0.37929,
  "multiplicity": 1
}


(3)
{
  "formula": "C5H10",
  "method": "ωB97M-V with the def2-TZVPD basis set",
  "symbols": ["C", "C", "C", "C", "C", "H", "H", "H", "H", "H", "H", "H", "H", "H", "H"],
  "positions_angstrom": [[0.56014, 0.75377, -1.25027], [1.56486, -0.04831, -0.90855], [-0.12449, -1.05225, 1.87480], [-0.65291, 0.16612, 1.85960], [-0.85712, 0.31262, -1.47906], [0.76136, 1.81724, -1.38783], [-1.08870, 0.29495, -2.55121], [1.40977, -1.11602, -0.76054], [2.57360, 0.32573, -0.75895], [-0.65475, -1.90939, 2.27880], [0.86767, -1.23641, 1.46899], [-0.10986, 1.00613, 1.43502], [-1.64526, 0.36895, 2.25472], [-1.56730, 1.00225, -1.00739], [-1.03702, -0.68538, -1.06812]],
  "e_above_lowest_kcal_mol": 41.60,
  "e_tot_ha": -196.44211,
  "e_lumo_ev": 1.3,
  "gap_ha": 0.40034,
  "multiplicity": 1
}


(4)
{
  "formula": "C5H10",
  "method": "ωB97M-V with the def2-TZVPD basis set",
  "symbols": ["C", "C", "C", "C", "C", "H", "H", "H", "H", "H", "H", "H", "H", "H", "H"],
  "positions_angstrom": [[-2.17954, -0.06447, 0.00781], [-0.80336, -0.78132, -0.01130], [0.42866, -0.07556, -0.11912], [0.63769, 1.30103, -0.00319], [1.84310, -0.69266, 0.02272], [-2.97701, -0.42802, -0.75143], [-2.56508, -0.06888, 1.08446], [-1.92878, 1.12664, -0.27781], [-0.68477, -1.83585, 0.09951], [0.97631, 1.90039, -0.81268], [-0.23466, 2.05696, 0.12153], [1.07658, 1.68865, 0.89200], [2.08369, -0.35042, 1.02972], [1.95294, -1.69258, -0.01286], [2.74145, -0.51902, -0.75391]],
  "e_above_lowest_kcal_mol": 68.99,
  "e_tot_ha": -196.39847,
  "e_lumo_ev": 1.1,
  "gap_ha": 0.35657,
  "multiplicity": 1
}


(5)
{
  "formula": "C5H10",
  "method": "ωB97M-V with the def2-TZVPD basis set",
  "symbols": ["C", "C", "C", "C", "C", "H", "H", "H", "H", "H", "H", "H", "H", "H", "H"],
  "positions_angstrom": [[1.44567, -0.74077, -0.26265], [-0.28534, 0.01761, -0.01201], [-1.33441, -0.93777, -0.48990], [-0.25829, 0.85166, 1.20298], [-0.22997, 1.48388, -0.17468], [2.18578, 0.05258, -0.12022], [1.67055, -1.54119, 0.47591], [1.67712, -1.19831, -1.26041], [-0.23778, -1.27913, -0.62833], [-1.89467, -1.55872, 0.22242], [-1.85509, -0.76391, -1.44412], [-1.15661, 0.95333, 1.80648], [0.67175, 0.78937, 1.75161], [-1.11288, 2.01914, -0.51746], [0.71416, 1.85226, -0.54960]],
  "e_above_lowest_kcal_mol": 101.54,
  "e_tot_ha": -196.34658,
  "e_lumo_ev": 1.1,
  "gap_ha": 0.36192,
  "multiplicity": 1
}


(6)
{
  "formula": "C5H10",
  "method": "ωB97M-V with the def2-TZVPD basis set",
  "symbols": ["C", "C", "C", "C", "C", "H", "H", "H", "H", "H", "H", "H", "H", "H", "H"],
  "positions_angstrom": [[1.32862, -0.01580, -0.20643], [0.96081, -0.01108, 1.09773], [0.26705, -1.16675, 1.74969], [-0.72919, 1.27017, -1.36487], [-1.76745, 0.48627, -1.59269], [2.03315, 0.69945, -0.59638], [1.03508, -0.82202, -0.86223], [1.52810, 0.61430, 1.77692], [-0.21451, 1.21875, -0.24383], [-0.26358, 1.85705, -2.14269], [-0.59658, -0.82715, 2.32438], [-0.07931, -1.88666, 1.00852], [0.93757, -1.69106, 2.43366], [-2.15821, 0.30571, -2.58500], [-2.28157, -0.03119, -0.79677]],
  "e_above_lowest_kcal_mol": 66.35,
  "e_tot_ha": -196.40267,
  "e_lumo_ev": 1.1,
  "gap_ha": 0.36845,
  "multiplicity": 1
}


(7)
{
  "formula": "C5H10",
  "method": "ωB97M-V with the def2-TZVPD basis set",
  "symbols": ["C", "C", "H", "H", "H", "H", "C", "C", "C", "H", "H", "H", "H", "H", "H"],
  "positions_angstrom": [[-2.70240, -0.69697, -0.32910], [-2.56201, -1.02131, 0.95914], [-2.24831, 0.11828, -0.86855], [-3.26225, -1.45987, -0.85837], [-2.12044, -0.37042, 1.70747], [-2.63711, -2.05574, 1.27654], [1.79173, 0.93483, 0.91398], [1.48985, 0.88814, -0.56855], [1.77123, -0.06715, -1.44508], [2.82273, 0.59680, 1.06777], [1.04639, 0.36621, 1.46023], [1.81519, 1.95084, 1.30254], [0.93412, 1.73850, -0.95599], [1.37335, -0.07145, -2.44922], [2.48792, -0.85069, -1.21278]],
  "e_above_lowest_kcal_mol": 53.39,
  "e_tot_ha": -196.42332,
  "e_lumo_ev": 1.2,
  "gap_ha": 0.39578,
  "multiplicity": 1
}


(8)
{
  "formula": "C5H10",
  "method": "ωB97M-V with the def2-TZVPD basis set",
  "symbols": ["C", "C", "C", "C", "C", "H", "H", "H", "H", "H", "H", "H", "H", "H", "H"],
  "positions_angstrom": [[2.40212, 0.55123, -0.22461], [2.07583, 0.44883, -1.77399], [0.97030, 0.87227, -0.82555], [-0.03664, -0.15101, -0.67078], [-1.47940, 0.03823, -0.35447], [-4.07821, -2.44196, 5.27054], [-3.87703, -2.97184, 4.79321], [3.32829, 1.25904, -0.15269], [1.92981, 0.02570, -2.74723], [2.78280, 1.18292, -2.23305], [0.48972, 1.85761, -0.68013], [0.53445, -0.93064, -0.15689], [-2.18261, 0.86784, -0.30322], [-2.06712, -0.88719, -0.43435], [-0.79229, 0.27896, 0.49322]],
  "e_above_lowest_kcal_mol": 238.10,
  "e_tot_ha": -196.12897,
  "e_lumo_ev": -0.7,
  "gap_ha": 0.20227,
  "multiplicity": 1
}


(9)
{
  "formula": "C5H10",
  "method": "ωB97M-V with the def2-TZVPD basis set",
  "symbols": ["C", "C", "C", "C", "C", "H", "H", "H", "H", "H", "H", "H", "H", "H", "H"],
  "positions_angstrom": [[0.09074, 0.76538, 1.01863], [1.18318, -0.09938, 0.99358], [0.13425, -1.49015, -0.61183], [-0.96541, -0.76923, -1.02030], [-0.47270, 1.24878, -0.23804], [-0.60911, 0.71603, 1.85313], [0.24599, 1.98263, 0.73714], [1.96872, 0.04297, 0.25857], [1.48754, -0.58374, 1.91996], [1.00082, -1.55495, -1.26633], [0.07443, -2.24243, 0.16342], [-1.90069, -0.87094, -0.47434], [-1.04644, -0.38289, -2.03139], [-1.40265, 1.80888, -0.24094], [0.21134, 1.42904, -1.06126]],
  "e_above_lowest_kcal_mol": 117.65,
  "e_tot_ha": -196.32091,
  "e_lumo_ev": 1.2,
  "gap_ha": 0.32698,
  "multiplicity": 1
}


(10)
{
  "formula": "C5H10",
  "method": "ωB97M-V with the def2-TZVPD basis set",
  "symbols": ["C", "C", "C", "C", "C", "H", "H", "H", "H", "H", "H", "H", "H", "H", "H"],
  "positions_angstrom": [[-1.42189, 0.84318, -0.86245], [-0.11732, 0.24002, -0.43396], [0.04968, -1.07950, -0.31920], [0.74898, -1.68841, 0.91080], [0.84774, 1.28495, 0.08479], [-1.89520, 1.15690, 0.08021], [-1.36206, 1.80802, -1.36255], [-2.24487, 0.35976, -1.39008], [-0.45089, -1.82978, -0.91889], [1.81944, -1.51957, 0.79246], [0.52578, -2.75419, 0.88749], [0.30767, -1.36925, 1.85116], [0.35546, 1.95294, 0.79458], [1.59440, 0.68960, 0.59954], [1.24308, 1.90533, -0.71391]],
  "e_above_lowest_kcal_mol": 36.71,
  "e_tot_ha": -196.44990,
  "e_lumo_ev": 1.1,
  "gap_ha": 0.34850,
  "multiplicity": 1
}


(11)
{
  "formula": "C5H10BHgNO3",
  "method": "ωB97M-V with the def2-TZVPD basis set",
  "symbols": ["Hg", "C", "C", "C", "O", "C", "O", "O", "H", "H", "H", "H", "H", "H", "H", "B", "C", "N", "H", "H", "H"],
  "positions_angstrom": [[2.07555, -0.04826, 1.53506], [-0.91282, 2.91384, -0.81652], [-0.32065, 1.70936, -0.09785], [-0.94810, 0.40954, -0.56722], [1.08884, 1.63850, -0.35104], [-0.58335, 1.85074, 1.43202], [-1.73531, 2.11138, 1.77768], [0.42774, 1.70158, 2.19986], [-0.79108, 2.80393, -1.89656], [-0.40762, 3.83168, -0.50208], [-1.96726, 3.00616, -0.56692], [-0.91712, 0.33178, -1.65672], [-1.98125, 0.37506, -0.22669], [-0.41342, -0.44736, -0.15862], [1.48043, 2.43947, 0.01507], [0.87472, -4.61800, -0.15105], [1.18562, -3.11299, 0.24123], [1.41333, -2.01254, 0.51497], [1.83687, -5.27413, 0.19718], [-0.13639, -4.94561, 0.43391], [0.73129, -4.66414, -1.35571]],
  "e_tot_ha": -655.31808,
  "e_lumo_ev": [3.2, 1.1],
  "s2": 0.7540,
  "total_charge": -1,
  "gap_ha": [0.30543, 0.25800],
  "multiplicity": 2
}


(12)
{
  "formula": "C5H10BNO3",
  "method": "ωB97M-V with the def2-TZVPD basis set",
  "symbols": ["B", "C", "C", "C", "C", "C", "N", "O", "O", "O", "H", "H", "H", "H", "H", "H", "H", "H", "H", "H"],
  "positions_angstrom": [[-0.65341, 2.45970, 0.77293], [-0.24387, -0.31581, 0.29921], [0.76701, -1.02998, 0.76144], [-1.01035, -1.09859, -0.71192], [1.92263, -0.49898, 1.52047], [-0.69954, -0.61226, -2.20933], [-0.36626, -2.49588, -0.54189], [0.79903, -2.27182, 0.20889], [0.55051, 3.16011, 0.64091], [-1.78699, 3.04576, 0.85816], [-2.02622, -1.19662, -0.39204], [2.32606, -1.35217, 2.15390], [1.57551, 0.42436, 2.04146], [2.74317, -0.04479, 0.98449], [-0.39206, 0.41801, -2.27851], [-1.55725, -0.83907, -2.91603], [0.09708, -1.27717, -2.46905], [-1.05729, -2.94542, 0.01467], [1.08820, 2.47176, 0.28441], [-2.07597, 3.99887, 0.97784]],
  "e_above_lowest_kcal_mol": 147.74,
  "e_tot_ha": -501.69027,
  "e_lumo_ev": -0.6,
  "gap_ha": 0.26661,
  "multiplicity": 1
}